Entry 1:
{
  "formula": "C2H4INS",
  "method": "the ωB97M-V functional and the def2-TZVPD basis",
  "species": ["C", "C", "N", "S", "I", "H", "H", "H", "H"],
  "positions_angstrom": [[1.504, 1.280, -1.000], [1.893, 0.576, -0.129], [-0.815, -0.872, 0.401], [0.178, -2.084, 0.745], [-4.197, 0.047, 0.968], [1.255, 1.726, -1.926], [-1.762, -0.611, 0.780], [2.499, 0.357, 0.604], [-0.555, -0.419, -0.443]],
  "forces_ev_per_angstrom": [[-0.542, 0.173, -1.551], [-1.398, 1.263, -2.079], [1.072, -1.858, 0.578], [-1.663, 1.174, 0.084], [0.819, -0.288, -0.168], [-0.376, 0.358, -0.122], [-0.346, -0.105, 0.505], [2.404, -1.683, 3.663], [0.030, 0.967, -0.910]],
  "fmax_ev_per_a": 4.7,
  "total_charge": 0,
  "homo_lumo_gap_ev": [3.9, 3.7],
  "relative_energy_kcal_mol": 111.0
}

=====

Entry 2:
{
  "formula": "H14O7",
  "method": "the ωB97M-V functional and the def2-TZVPD basis",
  "species": ["O", "H", "H", "O", "H", "H", "O", "H", "H", "O", "H", "H", "O", "H", "H", "O", "H", "H", "O", "H", "H"],
  "positions_angstrom": [[26.212, 6.933, -13.748], [25.424, 7.157, -13.253], [25.955, 6.180, -14.280], [22.812, 6.202, -15.746], [21.971, 5.808, -15.976], [22.583, 6.967, -15.218], [23.320, 3.547, -13.961], [23.965, 3.315, -14.629], [23.735, 4.247, -13.458], [26.180, 3.041, -18.589], [26.429, 3.956, -18.713], [26.992, 2.603, -18.333], [25.429, 5.069, -15.395], [24.492, 5.257, -15.450], [25.649, 4.693, -16.247], [27.271, 6.007, -18.387], [27.484, 6.626, -17.689], [28.061, 5.476, -18.486], [24.247, 2.821, -16.756], [23.360, 2.627, -17.059], [24.786, 2.778, -17.546]],
  "forces_ev_per_angstrom": [[0.334, 0.996, 0.943], [-0.108, 0.124, 0.156], [0.074, -0.685, -0.860], [0.148, 0.108, -0.100], [-0.175, -0.327, -0.060], [0.037, 0.290, 0.151], [-0.637, -0.171, 0.469], [0.408, -0.109, -0.532], [0.166, 0.098, 0.045], [-0.880, -0.533, -0.289], [0.251, 0.845, -0.073], [0.699, -0.252, 0.200], [0.271, -0.177, 0.477], [-0.618, 0.158, -0.314], [0.289, -0.189, -0.392], [-0.931, 0.114, -0.456], [0.063, 0.312, 0.528], [0.808, -0.531, -0.096], [-0.875, -0.100, 0.877], [-0.307, -0.052, 0.029], [0.982, 0.081, -0.705]],
  "spin_multiplicity": 2,
  "fmax_ev_per_a": 1.4,
  "total_charge": -1,
  "s_squared": 0.7504,
  "homo_lumo_gap_ev": [2.2, 10.4],
  "relative_energy_kcal_mol": 11.8
}

=====

Entry 3:
{
  "formula": "C44H46As2N3O2RuS3",
  "method": "the ωB97M-V functional and the def2-TZVPD basis",
  "species": ["Ru", "N", "C", "C", "C", "O", "O", "H", "H", "H", "H", "H", "H", "S", "C", "C", "C", "C", "C", "C", "As", "C", "C", "C", "C", "C", "C", "C", "C", "C", "C", "C", "C", "H", "H", "H", "H", "H", "H", "H", "H", "H", "H", "H", "H", "H", "H", "S", "C", "C", "C", "C", "C", "C", "As", "C", "C", "C", "C", "C", "C", "C", "C", "C", "C", "C", "C", "H", "H", "H", "H", "H", "H", "H", "H", "H", "H", "H", "H", "H", "H", "C", "C", "N", "C", "S", "N", "C", "C", "H", "H", "H", "H", "H", "H", "H", "H", "H", "H", "H", "H"],
  "positions_angstrom": [[0.083, -0.339, 0.542], [3.789, -1.569, -0.721], [4.307, -1.278, 0.618], [4.263, 0.215, 0.889], [2.865, 0.788, 0.739], [2.681, 1.872, 0.207], [1.936, 0.059, 1.260], [3.670, -2.568, -0.838], [4.435, -1.250, -1.435], [5.331, -1.641, 0.770], [3.662, -1.791, 1.332], [4.932, 0.765, 0.224], [4.588, 0.419, 1.914], [-0.640, -0.009, 2.783], [-0.052, 1.586, 3.248], [0.236, 1.870, 4.583], [0.657, 3.138, 4.953], [0.800, 4.142, 4.005], [0.506, 3.872, 2.675], [0.077, 2.607, 2.304], [-0.403, 2.101, 0.507], [-2.339, 2.327, 0.533], [-3.023, 2.411, -0.675], [-4.396, 2.601, -0.690], [-5.097, 2.693, 0.504], [-4.419, 2.598, 1.711], [-3.042, 2.420, 1.727], [-0.027, 3.766, -0.497], [-0.977, 4.782, -0.364], [-0.806, 6.012, -0.983], [0.318, 6.252, -1.756], [1.277, 5.260, -1.878], [1.115, 4.033, -1.248], [0.139, 1.086, 5.325], [0.886, 3.340, 5.993], [1.142, 5.126, 4.297], [0.618, 4.646, 1.926], [-2.485, 2.343, -1.616], [-4.917, 2.669, -1.637], [-6.170, 2.841, 0.494], [-4.962, 2.669, 2.646], [-2.519, 2.353, 2.673], [-1.864, 4.628, 0.234], [-1.559, 6.780, -0.857], [0.452, 7.208, -2.247], [2.175, 5.442, -2.456], [1.908, 3.313, -1.305], [-2.187, -0.953, 0.197], [-2.671, -0.673, -1.471], [-4.023, -0.584, -1.807], [-4.398, -0.305, -3.110], [-3.441, -0.103, -4.100], [-2.096, -0.217, -3.781], [-1.720, -0.515, -2.477], [0.083, -0.853, -1.893], [0.225, -2.745, -2.326], [1.459, -3.309, -2.626], [1.573, -4.675, -2.846], [0.450, -5.487, -2.767], [-0.786, -4.926, -2.476], [-0.899, -3.560, -2.256], [1.164, -0.077, -3.298], [1.276, -0.631, -4.571], [2.028, 0.017, -5.541], [2.669, 1.214, -5.247], [2.561, 1.765, -3.978], [1.812, 1.113, -3.009], [-4.771, -0.696, -1.032], [-5.450, -0.223, -3.355], [-3.743, 0.133, -5.112], [-1.340, -0.080, -4.545], [2.335, -2.678, -2.705], [2.539, -5.103, -3.084], [0.537, -6.552, -2.936], [-1.666, -5.553, -2.419], [-1.867, -3.135, -2.023], [0.776, -1.562, -4.810], [2.112, -0.415, -6.530], [3.256, 1.713, -6.008], [3.060, 2.695, -3.737], [1.744, 1.514, -2.009], [3.024, -3.654, 3.458], [2.007, -2.552, 3.702], [0.626, -3.021, 3.564], [-0.065, -2.962, 2.434], [0.694, -2.677, 0.903], [-1.381, -3.157, 2.454], [-2.223, -3.122, 3.642], [-2.424, -4.496, 4.265], [4.033, -3.275, 3.632], [2.961, -4.007, 2.429], [2.857, -4.500, 4.127], [2.140, -1.716, 3.015], [2.100, -2.159, 4.715], [0.113, -3.185, 4.415], [-1.822, -3.017, 1.552], [-3.176, -2.690, 3.337], [-1.795, -2.412, 4.355], [-2.874, -5.181, 3.547], [-3.080, -4.427, 5.134], [-1.476, -4.932, 4.588]],
  "forces_ev_per_angstrom": [[-1.046, -0.244, -0.196], [-0.006, 0.009, 0.017], [0.021, -0.013, -0.031], [0.018, 0.046, 0.107], [-0.109, 0.052, 0.028], [-0.094, 0.262, -0.325], [0.224, -0.272, -0.123], [-0.016, 0.003, -0.015], [0.012, 0.002, -0.006], [0.004, -0.010, 0.025], [-0.033, 0.008, -0.017], [-0.030, 0.006, -0.025], [0.033, -0.037, -0.007], [0.148, -0.057, 0.305], [0.006, -0.011, -0.015], [0.002, 0.009, -0.002], [0.000, 0.013, 0.008], [0.000, 0.002, 0.018], [0.002, -0.029, -0.005], [0.078, -0.012, 0.019], [-0.068, 0.376, -0.203], [-0.046, -0.041, 0.097], [-0.017, -0.002, -0.004], [0.003, -0.028, 0.002], [-0.012, 0.001, 0.000], [0.007, 0.001, -0.009], [-0.006, -0.004, -0.005], [-0.051, 0.024, 0.000], [-0.010, 0.024, 0.015], [0.000, -0.014, 0.007], [0.012, -0.007, -0.014], [0.042, 0.001, 0.001], [-0.040, -0.067, 0.134], [-0.005, 0.003, -0.015], [-0.002, 0.000, -0.011], [0.001, -0.005, -0.005], [0.003, 0.007, -0.003], [0.013, -0.006, -0.009], [-0.001, 0.000, 0.002], [0.007, 0.002, -0.002], [0.004, -0.002, -0.006], [-0.020, 0.012, -0.012], [0.016, 0.023, -0.006], [0.001, -0.003, 0.004], [0.001, -0.009, 0.000], [-0.013, -0.011, 0.003], [0.107, -0.152, 0.045], [0.257, 0.114, 0.064], [0.019, 0.037, -0.104], [0.001, 0.009, 0.044], [-0.023, 0.011, -0.026], [-0.002, -0.006, 0.005], [-0.024, -0.017, 0.017], [-0.005, 0.021, 0.048], [0.540, -0.015, -0.020], [-0.085, -0.021, 0.003], [0.037, 0.025, -0.033], [-0.006, 0.003, 0.000], [0.003, 0.003, 0.002], [0.004, -0.003, -0.003], [0.014, -0.019, 0.006], [-0.008, 0.027, 0.013], [-0.035, 0.023, -0.016], [-0.009, -0.022, -0.004], [0.008, 0.012, 0.019], [-0.011, -0.030, -0.035], [0.053, 0.023, 0.061], [0.006, -0.004, -0.003], [0.010, -0.003, 0.004], [0.007, 0.001, 0.008], [-0.018, 0.013, 0.001], [0.011, 0.033, 0.034], [-0.008, -0.002, -0.001], [-0.002, 0.005, -0.001], [0.004, 0.002, 0.000], [-0.005, 0.001, -0.001], [0.007, -0.034, 0.013], [0.003, 0.000, 0.001], [-0.007, -0.002, -0.001], [0.010, -0.005, -0.013], [0.045, -0.006, 0.082], [0.006, 0.001, 0.001], [-0.017, 0.006, 0.014], [0.051, -0.040, -0.020], [-0.044, -0.030, 0.003], [0.088, -0.036, 0.086], [0.002, 0.073, 0.016], [0.019, -0.003, 0.007], [0.009, -0.007, 0.004], [-0.012, 0.000, -0.012], [-0.008, -0.001, 0.005], [0.005, 0.011, 0.000], [0.005, 0.012, -0.018], [-0.013, 0.002, 0.003], [-0.001, -0.002, 0.006], [-0.012, 0.000, -0.014], [-0.009, -0.028, -0.016], [0.001, 0.012, -0.001], [-0.001, 0.006, 0.007], [0.009, 0.004, -0.003], [-0.009, -0.005, -0.004]],
  "spin_multiplicity": 2,
  "fmax_ev_per_a": 1.1,
  "total_charge": 0,
  "s_squared": 0.7580,
  "homo_lumo_gap_ev": [7.4, 6.3],
  "relative_energy_kcal_mol": 4.8
}